{
  "formula": "C13H20AuClIN2OPSe",
  "method": "ωB97M-V with the def2-TZVPD basis set",
  "elements": ["C", "I", "H", "H", "H", "Au", "P", "C", "C", "H", "H", "H", "C", "H", "H", "H", "H", "H", "H", "C", "O", "Cl", "C", "N", "C", "Se", "N", "C", "C", "C", "C", "C", "C", "H", "H", "H", "H", "H", "H", "H", "H"],
  "xyz": [[0.997, -2.576, -2.043], [1.292, 1.721, 0.306], [0.378, -3.439, -2.303], [1.570, -2.829, -1.146], [1.628, -2.385, -2.913], [-0.777, -1.058, -1.842], [-0.495, -0.150, -4.026], [1.097, 0.402, -4.725], [-1.105, -1.528, -5.056], [-2.530, 1.104, -3.756], [-1.669, 1.561, -5.279], [-1.078, 2.142, -3.685], [-1.558, 1.312, -4.217], [-2.061, -1.868, -4.640], [-1.219, -1.199, -6.093], [0.950, 0.591, -5.798], [1.874, -0.360, -4.591], [-0.378, -2.350, -5.003], [1.384, 1.335, -4.224], [1.257, -0.439, -1.463], [2.402, -0.600, -1.343], [-3.051, -0.745, -2.097], [-2.264, 0.549, 2.802], [-0.835, 0.420, 2.967], [-0.088, -0.496, 2.272], [-0.654, -1.622, 0.886], [1.175, -0.472, 2.805], [1.243, 0.496, 3.810], [2.207, 0.636, 4.795], [1.781, 1.174, 6.004], [0.485, 1.662, 6.177], [-0.391, 1.682, 5.096], [-0.028, 1.043, 3.929], [-2.708, 1.086, 3.636], [-2.717, -0.442, 2.740], [-2.558, 1.067, 1.891], [1.960, -1.007, 2.382], [3.231, 0.320, 4.590], [2.485, 1.204, 6.834], [0.151, 1.993, 7.160], [-1.383, 2.065, 5.165]],
  "forces_ev_per_angstrom": [[-0.7, -2.1, -0.8], [-0.2, 0.7, -0.3], [-0.2, 0.1, 0.1], [-0.2, 0.4, -0.2], [0.0, 0.3, 0.4], [0.6, 0.4, -0.3], [-1.0, -0.4, -1.6], [0.2, -0.3, 1.0], [0.1, 0.1, 0.4], [0.2, 0.2, -0.3], [0.2, -0.2, 0.1], [-0.1, -0.1, -0.1], [-0.1, -0.2, 0.7], [0.2, 0.1, -0.2], [0.0, 0.0, 0.1], [-0.2, -0.1, 0.2], [-0.1, 0.2, -0.1], [-0.2, 0.2, -0.1], [0.1, -0.2, -0.2], [3.7, 2.1, 1.4], [-2.1, 0.0, -0.7], [0.2, -0.1, 0.3], [-0.9, 0.0, -0.3], [0.9, -1.1, -1.2], [0.9, 2.2, 2.0], [-0.4, -1.0, 0.1], [-0.5, -0.7, -1.5], [-0.2, -0.9, -0.4], [0.5, 0.3, 0.5], [1.1, -0.2, -0.4], [-0.7, 0.2, -0.6], [-0.2, 0.1, 0.9], [0.2, -1.2, -0.3], [0.2, -0.1, 0.1], [0.0, 0.0, 0.3], [0.4, 0.2, -0.1], [-0.8, 0.7, 0.7], [-0.3, -0.1, 0.4], [-0.2, 0.0, -0.2], [0.1, 0.1, -0.4], [-0.5, 0.3, 0.4]],
  "lowdin_spin": [0.307, 0.707, 0.020, 0.017, 0.012, 0.026, -0.070, -0.013, -0.012, 0.000, -0.001, 0.000, -0.002, 0.000, -0.004, -0.003, 0.000, 0.000, 0.000, 0.068, 0.025, -0.029, 0.016, 0.008, 0.085, 0.771, 0.020, 0.015, 0.004, 0.002, 0.007, -0.001, 0.010, 0.001, 0.009, 0.001, 0.003, 0.000, 0.000, 0.000, 0.000],
  "spin_multiplicity": 3,
  "total_charge": 2,
  "homo_ha": [-0.5354, -0.5310],
  "homo_lumo_gap_ev": [5.609, 4.214]
}


{
  "formula": "C23H38F15N9O7PS",
  "method": "ωB97M-V with the def2-TZVPD basis set",
  "elements": ["C", "C", "C", "C", "C", "C", "N", "C", "C", "C", "F", "F", "C", "F", "F", "C", "F", "F", "C", "F", "F", "S", "F", "F", "F", "F", "F", "C", "N", "C", "C", "O", "C", "O", "N", "C", "O", "F", "C", "O", "F", "N", "C", "C", "C", "N", "P", "O", "H", "H", "H", "H", "H", "H", "H", "H", "H", "H", "H", "H", "H", "H", "H", "H", "H", "H", "H", "H", "H", "H", "H", "H", "H", "H", "H", "H", "H", "H", "C", "O", "N", "N", "H", "H", "H", "H", "C", "O", "N", "N", "H", "H", "H", "H"],
  "xyz": [[-3.871, -1.555, 4.506], [-3.007, -0.216, 4.962], [-1.379, -0.356, 4.602], [-1.169, 0.072, 3.000], [-0.568, 1.578, 2.795], [-0.385, -1.130, 2.234], [-0.440, -1.218, 0.694], [0.320, -0.156, -0.067], [-0.678, 0.891, -0.907], [0.163, 2.130, -1.541], [1.413, 1.529, -2.144], [0.681, 3.020, -0.435], [-0.529, 3.028, -2.681], [-0.144, 2.544, -4.059], [0.033, 4.428, -2.605], [-2.157, 3.175, -2.690], [-2.716, 1.865, -3.083], [-2.418, 4.076, -3.883], [-2.831, 3.926, -1.425], [-2.167, 3.657, -0.094], [-2.596, 5.405, -1.644], [-4.651, 3.720, -1.141], [-5.065, 3.558, -2.784], [-4.859, 5.446, -1.340], [-4.392, 4.070, 0.553], [-4.573, 2.040, -0.838], [-6.329, 3.643, -0.776], [0.369, -2.522, 0.516], [0.007, -3.701, -0.087], [1.006, -4.852, -0.095], [2.438, -4.506, -0.814], [2.644, -5.135, -2.131], [2.998, -3.995, -3.033], [4.053, -3.967, -3.850], [-1.274, -3.776, -0.613], [-1.975, -4.928, 0.072], [-1.843, -5.068, 1.419], [-2.779, -5.979, -0.611], [-1.300, -3.870, -2.118], [-2.520, -3.719, -2.706], [-0.162, -4.152, -3.020], [1.659, -2.118, 1.244], [1.164, -1.518, 2.578], [2.244, -0.369, 3.021], [3.816, -0.729, 2.730], [4.444, -1.715, 3.688], [1.343, -2.939, 3.840], [0.038, -3.783, 4.109], [-5.021, -1.247, 4.427], [-3.532, -2.011, 3.480], [-3.795, -2.413, 5.325], [-3.150, -0.025, 6.127], [-3.426, 0.687, 4.317], [-1.143, -1.513, 4.775], [-0.729, 0.302, 5.320], [-2.278, 0.093, 2.558], [-1.380, 2.327, 3.247], [-0.402, 1.896, 1.681], [0.380, 1.692, 3.483], [-1.076, -2.068, 2.497], [1.032, -0.667, -0.876], [0.987, 0.532, 0.611], [-1.078, 0.242, -1.824], [-1.557, 1.175, -0.190], [0.586, -5.852, -0.535], [1.255, -5.080, 1.049], [2.629, -3.347, -0.896], [3.310, -4.926, -0.115], [2.212, -3.102, -3.023], [2.263, -2.904, 1.583], [2.055, 0.691, 2.507], [2.127, -0.228, 4.195], [4.418, 0.292, 2.871], [4.044, -1.054, 1.609], [4.613, -2.642, 3.200], [5.393, -1.382, 3.971], [2.400, -3.893, 3.523], [1.737, -2.324, 5.112], [2.117, -1.941, -6.246], [1.496, -2.964, -6.005], [1.631, -0.962, -7.030], [3.344, -1.701, -5.749], [2.127, -0.113, -7.240], [0.710, -1.104, -7.425], [3.747, -2.412, -5.154], [3.871, -0.864, -5.936], [1.088, 8.207, -1.362], [1.876, 8.997, -0.867], [-0.245, 8.323, -1.217], [1.480, 7.151, -2.096], [-0.910, 7.682, -1.617], [-0.583, 9.104, -0.671], [2.476, 7.027, -2.230], [0.846, 6.490, -2.511]],
  "forces_ev_per_angstrom": [[-0.4, 0.1, 0.7], [0.1, -0.1, -0.5], [-0.9, -0.5, -0.1], [-0.6, 0.3, -0.3], [-0.7, 0.2, 1.3], [-1.4, -1.6, 0.6], [1.2, -1.8, -0.3], [1.3, 1.8, -1.6], [0.1, -1.6, -0.4], [2.8, -0.9, 1.7], [-3.5, 1.8, 1.6], [-1.7, -2.5, -3.4], [1.7, 2.3, -2.7], [-1.4, 1.3, 4.8], [-1.9, -4.4, -0.1], [-0.2, -0.1, -4.2], [1.5, 4.0, 1.8], [0.6, -2.9, 4.0], [3.4, 3.4, 1.9], [-1.6, 0.2, -4.9], [-0.1, -5.3, 0.6], [-5.9, 2.4, 2.1], [1.5, -0.2, 3.4], [-0.1, -3.9, 0.4], [-0.7, -1.1, -3.5], [0.4, 3.5, -1.0], [3.6, -0.1, -0.8], [1.2, 2.4, 2.0], [2.7, 2.7, 1.6], [1.7, -1.4, 1.1], [0.9, 0.0, 0.8], [0.6, 3.9, -0.5], [4.5, -0.3, -4.3], [-7.2, -0.7, 6.0], [-0.3, -3.1, -2.7], [-1.0, -3.3, 8.3], [-0.7, 1.4, -10.4], [3.1, 4.5, 1.5], [-7.9, 0.5, -6.0], [9.5, -1.1, 4.7], [-3.1, 1.0, 4.2], [-3.2, -3.3, -0.3], [1.2, 1.3, -0.4], [0.3, 0.8, 0.4], [1.1, 1.2, -0.6], [0.3, -0.5, -1.3], [-4.1, -2.3, 3.1], [3.4, 2.4, -1.5], [2.6, -0.7, 0.1], [-0.6, 1.0, 1.9], [0.0, 1.9, -1.8], [0.3, -0.3, -2.7], [0.8, -1.7, 1.7], [-0.2, 2.5, -0.4], [-1.2, -1.2, -1.5], [2.5, -0.3, 0.7], [1.8, -1.6, -1.0], [-0.1, -0.7, 2.2], [-1.8, 0.0, -1.7], [1.8, 1.7, -0.1], [-1.5, 1.2, 1.8], [-1.2, -1.7, -1.1], [0.6, 1.7, 1.9], [1.7, -0.1, -1.6], [0.4, 2.2, 0.6], [-0.8, 0.5, -2.4], [-0.6, -2.1, 0.3], [-2.0, 0.8, -1.5], [1.6, -1.9, 0.1], [-0.4, 0.5, -1.4], [0.2, -2.5, 1.1], [0.3, -0.1, -2.5], [-1.6, -2.1, -0.4], [-0.9, 0.8, 2.2], [-0.2, 1.6, 0.8], [-1.2, -0.4, -0.3], [-0.2, 1.2, -0.3], [0.1, -0.3, -1.4], [-0.1, -0.3, 0.0], [-0.2, -0.2, 0.3], [-1.0, 0.7, -0.8], [1.1, 0.0, 0.8], [-0.1, -0.2, 0.0], [0.4, 0.1, 0.1], [0.0, 0.1, -0.2], [-0.1, -0.2, -0.1], [0.7, 0.7, 0.4], [0.0, -0.1, 0.0], [-1.4, 0.4, 0.4], [0.9, -1.1, -0.8], [0.1, 0.1, 0.1], [0.1, -0.3, -0.2], [-0.4, 0.1, 0.0], [0.1, 0.2, 0.1]],
  "mulliken_charge": [-0.793, -0.495, -0.400, 0.084, -0.923, -1.222, 0.377, -0.156, -0.671, 0.804, -0.329, -0.347, 0.375, -0.285, -0.207, 0.606, -0.236, -0.277, 0.735, -0.223, -0.294, 1.133, -0.266, -0.306, -0.321, -0.266, -0.275, -1.593, 1.119, -0.543, -0.261, -0.342, 0.389, -0.568, 0.030, 0.489, -0.360, -0.197, 0.414, -0.440, -0.143, 0.136, 0.487, -0.382, -0.691, -0.553, 0.621, -0.662, 0.319, 0.128, 0.278, 0.338, 0.252, 0.214, 0.356, 0.510, 0.387, -0.006, 0.204, 0.302, 0.300, -0.076, 0.399, 0.215, 0.479, 0.315, 0.316, 0.293, 0.217, 0.355, 0.204, 0.357, 0.423, 0.145, 0.223, 0.287, 0.160, 0.194, 0.678, -0.648, -0.408, -0.324, 0.164, 0.232, 0.234, 0.167, 0.636, -0.658, -0.338, -0.321, 0.166, 0.201, 0.186, 0.170],
  "total_charge": 1,
  "homo_ha": -0.4112,
  "homo_lumo_gap_ev": 5.959
}


{
  "formula": "C25H34N10O2PRuS2",
  "method": "ωB97M-V with the def2-TZVPD basis set",
  "elements": ["Ru", "C", "N", "C", "C", "N", "C", "P", "C", "N", "C", "C", "N", "C", "C", "N", "C", "C", "N", "C", "H", "H", "H", "H", "H", "H", "H", "H", "H", "H", "H", "H", "H", "H", "H", "O", "N", "C", "C", "C", "C", "C", "S", "H", "H", "H", "H", "C", "N", "C", "C", "C", "O", "H", "H", "H", "H", "H", "H", "H", "H", "H", "C", "N", "C", "C", "N", "C", "S", "H", "H", "H", "H", "H", "H"],
  "xyz": [[0.313, -0.277, 0.332], [-0.994, -1.374, 5.578], [-0.336, -0.648, 4.439], [0.572, 0.444, 4.561], [0.922, 0.797, 3.294], [0.385, -0.080, 2.404], [-0.429, -0.930, 3.114], [-1.526, -2.172, 2.285], [-0.408, -3.082, 1.143], [0.398, -2.438, 0.292], [1.177, -3.386, -0.363], [0.819, -4.620, 0.080], [-0.208, -4.447, 1.032], [-1.084, -5.572, 1.563], [-2.443, -1.047, 1.153], [-1.840, -0.139, 0.367], [-2.807, 0.447, -0.438], [-4.042, 0.018, -0.015], [-3.802, -0.939, 1.007], [-4.900, -1.703, 1.721], [-0.719, -0.935, 6.520], [-2.056, -1.287, 5.482], [-0.732, -2.444, 5.564], [0.811, 0.852, 5.541], [1.517, 1.637, 2.992], [1.931, -3.071, -1.089], [1.222, -5.595, -0.209], [-0.883, -6.441, 0.939], [-0.799, -5.798, 2.593], [-2.137, -5.313, 1.526], [-2.622, 1.177, -1.233], [-5.029, 0.250, -0.388], [-5.850, -1.201, 1.502], [-4.903, -2.740, 1.398], [-4.714, -1.662, 2.792], [2.299, -0.840, -0.567], [3.264, -0.245, 0.144], [4.478, -0.829, 0.160], [5.470, -0.194, 0.875], [5.258, 1.045, 1.558], [3.990, 1.565, 1.553], [3.002, 0.904, 0.814], [1.482, 1.712, 0.494], [4.612, -1.723, -0.423], [6.420, -0.713, 0.948], [6.051, 1.586, 2.061], [3.661, 2.473, 2.050], [-0.201, 5.617, -1.860], [-0.485, 4.559, -0.891], [-0.472, 4.951, 0.524], [-0.934, 3.307, -1.198], [-1.131, 3.027, -2.705], [-1.136, 2.467, -0.294], [0.673, 6.196, -1.527], [-1.028, 6.308, -1.954], [-0.002, 5.204, -2.862], [-1.398, 5.461, 0.793], [0.359, 5.589, 0.747], [-0.423, 4.052, 1.136], [-1.850, 3.688, -3.169], [-1.458, 1.993, -2.822], [-0.163, 3.119, -3.209], [-1.241, -1.429, -4.817], [0.018, -0.683, -4.611], [0.945, -0.159, -5.543], [1.977, 0.399, -4.833], [1.735, 0.217, -3.485], [0.472, -0.355, -3.334], [-0.473, -0.769, -2.021], [-1.423, -1.473, -5.916], [-2.070, -0.886, -4.377], [-1.173, -2.441, -4.400], [0.824, -0.261, -6.625], [2.908, 0.830, -5.176], [2.357, 0.449, -2.722]],
  "forces_ev_per_angstrom": [[0.3, 1.0, -2.6], [0.6, -0.2, -1.1], [0.8, 0.4, 0.1], [-1.5, -1.2, 0.3], [0.2, -0.4, 0.8], [-1.9, -1.2, 3.1], [1.3, 0.7, -0.6], [-0.8, -0.5, 0.8], [0.6, -0.3, -0.8], [0.4, -2.2, 0.9], [-0.4, 0.8, 0.3], [-0.8, -0.1, 0.6], [-0.3, 0.1, -0.4], [1.3, 0.8, 0.0], [-0.6, 1.2, -0.3], [-1.8, -0.8, -0.6], [-0.8, 0.0, 0.7], [1.3, -1.3, 0.9], [-0.6, 0.1, -0.6], [1.0, 0.8, -0.4], [0.4, 0.2, 0.2], [-0.6, 0.1, -0.2], [0.1, 0.5, 0.0], [-0.1, -0.1, -0.4], [0.1, -0.1, 0.0], [-0.5, -0.3, 0.4], [-0.5, 0.4, 0.3], [-0.1, 0.1, 0.0], [0.0, 0.1, -0.2], [0.0, 0.2, -0.2], [0.1, -0.7, 0.8], [0.1, -0.1, 0.2], [0.4, -0.3, 0.0], [-0.1, 0.1, -0.1], [0.0, 0.0, 0.0], [0.7, 0.6, 0.0], [-0.3, -0.2, -0.2], [0.5, 1.2, 0.9], [0.4, 0.2, 0.4], [-0.1, -0.9, -0.3], [-0.2, -0.5, -0.3], [-0.4, 0.8, -0.7], [1.3, 0.9, -0.5], [-0.1, -0.2, 0.1], [0.0, 0.3, -0.1], [0.1, -0.4, 0.0], [0.5, -0.1, -0.1], [0.3, -0.3, -0.3], [-0.1, -0.4, 0.3], [-0.5, -0.7, -0.2], [0.3, 0.5, 0.3], [0.5, -0.7, 1.0], [0.2, 0.9, -1.3], [-0.2, -0.3, -0.1], [-0.3, 0.2, 0.0], [0.0, 0.2, 0.6], [-0.1, 0.2, -0.1], [0.5, 0.3, -0.1], [0.1, 0.1, -0.1], [-0.1, 0.3, 0.0], [0.0, 0.1, 0.0], [-0.2, 0.0, 0.0], [0.5, 0.4, -1.4], [1.4, 1.2, 1.2], [0.2, -0.1, 0.6], [-0.4, -0.7, -0.7], [-2.4, -0.5, -0.2], [1.2, -0.6, -2.0], [-0.4, 0.0, -0.3], [0.2, -0.1, 0.8], [0.0, 0.0, 0.2], [0.1, 0.4, -0.1], [0.0, 0.1, 0.7], [-0.3, 0.0, 0.0], [-0.4, 0.0, 0.1]],
  "lowdin_spin": [3.699, 0.002, 0.017, 0.004, 0.021, 0.100, 0.028, 0.012, 0.017, 0.097, 0.011, 0.005, 0.006, 0.001, 0.020, 0.103, 0.013, 0.003, 0.011, 0.002, 0.000, 0.000, 0.000, 0.001, 0.005, 0.001, 0.001, 0.000, 0.000, 0.000, 0.000, 0.001, 0.000, 0.000, 0.000, 0.147, 0.031, 0.004, 0.019, 0.002, 0.020, 0.039, 0.322, 0.001, 0.001, 0.000, 0.003, 0.000, 0.006, 0.001, 0.002, 0.000, 0.017, 0.000, 0.000, 0.000, 0.000, 0.000, 0.001, 0.000, 0.000, 0.000, 0.005, 0.016, 0.005, 0.004, 0.008, 0.025, 0.135, 0.000, 0.002, 0.001, 0.001, 0.000, 0.000],
  "spin_multiplicity": 6,
  "total_charge": 2,
  "homo_ha": [-0.4268, -0.4605],
  "homo_lumo_gap_ev": [6.961, 6.299]
}